This record from the OMol25 dataset describes a 4-piece molecular cluster, C10H14O3 overall in a non-equilibrium geometry. The level of theory is ωB97M-V with the def2-TZVPD basis set.

Cartesian coordinates (Å):
C (-3.3718, 0.5031, 1.1063)
C (-2.6289, 0.4746, -0.3152)
C (-1.2374, 0.1586, -0.6890)
C (-0.0285, 0.7982, -0.5847)
C (1.2880, 0.3179, -0.3949)
C (2.0522, 2.3971, -0.2888)
C (1.3189, -0.9740, -0.3086)
C (3.4952, -1.4434, 0.7353)
C (0.2776, -1.7580, -0.3019)
C (-1.0542, -1.2909, -0.5016)
H (-2.6235, 0.9391, 1.9074)
H (-4.0227, -0.5950, 1.4037)
H (-4.2250, 1.1888, 0.6509)
H (-3.4889, -0.0155, -0.9327)
H (-3.0055, 1.5535, -0.9159)
H (-0.1839, 1.9250, -0.2174)
H (1.3148, 2.3809, -1.2248)
H (3.0354, 2.6713, -0.3903)
H (1.4004, 2.6491, 0.7011)
H (2.7100, -0.7172, 1.9271)
H (3.9443, -2.9668, 0.7109)
H (4.7840, -0.3638, -0.0516)
H (0.5132, -2.9537, -0.4877)
H (-3.0586, -1.7478, -0.4803)
O (2.4676, 0.9188, -0.2989)
O (2.4101, -1.7958, -0.1814)
O (-2.0828, -2.2543, -0.5771)

Relative energy (zero: lowest compared OMol25 entry of this formula, charge and spin) (kcal per mole): 335.1
Gap between HOMO and LUMO (eV): 7.54

Löwdin population analysis, charges in e, atoms 1 to 6: -0.13, -0.30, -0.18, -0.01, -0.35, 0.00